1.
A molecular structure, C33H39As2CaN4S at a distorted geometry, computed with ωB97M-V with the def2-TZVPD basis set.

Structure (XYZ):
```
80
Properties=species:S:1:pos:R:3:mulliken_charge:R:1
H 0.5897 -1.3590 3.9734 0.491
C -0.6266 1.4265 5.4654 -0.657
C 3.2721 1.3207 -0.4092 -1.285
H 1.2854 1.6302 0.3568 0.269
C 5.2193 0.1015 5.0345 -0.718
C 3.8994 0.5117 3.0589 0.555
H -0.5395 2.4771 -1.5546 0.358
H -2.2816 0.9244 2.9183 0.508
C 4.7762 -1.0481 -5.0449 -0.702
C 6.0302 1.1867 4.7235 -0.504
H -3.2439 0.9817 1.4596 0.488
H 6.8547 1.4530 5.3728 0.400
C 4.7184 1.5881 2.7422 0.130
C 4.0044 -3.8539 0.6871 -0.492
C 3.1878 -1.6385 -0.7969 0.414
C 2.7378 -3.8262 0.1242 -0.885
H 4.7464 -1.8600 -5.7615 0.397
H -0.5004 1.5699 1.8194 -0.342
C -3.1685 -1.0643 -0.5430 -0.789
C 4.8819 -2.7965 0.4685 -0.755
C -2.2941 0.6374 1.8654 -0.590
H -1.9195 -2.3413 0.3985 0.261
C 0.8858 1.9990 3.6802 -0.503
C 0.0267 2.3874 4.7005 -0.579
H -1.3874 -1.2422 2.3641 0.325
C 4.1648 -0.2372 4.2023 -0.578
H -4.1276 -1.2029 -0.0351 0.444
Ca -0.0934 -0.4191 -0.5193 2.374
C -1.5363 2.2402 -1.1762 -0.775
C -3.1549 0.3362 -1.1916 -0.722
H 2.0668 -4.6667 0.2505 0.481
H 1.3556 -2.7340 -1.0967 0.630
N -1.7899 0.8262 -1.4898 -0.480
S -2.1158 -3.3801 -3.6623 -0.395
H -3.7477 0.2763 -2.1038 0.548
C 2.3316 -2.7233 -0.6209 -0.152
C -2.2311 -0.8812 1.7742 -1.016
C 5.7815 1.9244 3.5756 -0.809
C 0.4278 -0.3060 4.1710 -0.548
H 4.5557 2.1816 1.8514 0.205
H 3.0921 -1.7742 -3.9378 0.418
C -1.1139 -2.4198 -2.8601 0.195
H -0.9169 3.3182 0.5753 0.388
H 5.1807 -0.8957 -0.4546 0.464
C 1.0851 0.6479 3.3972 0.415
C 2.2968 1.5193 0.7669 -1.480
N -1.1846 1.2958 1.1266 0.019
C -1.5835 2.4887 0.3454 -0.861
C 4.4788 -1.7001 -0.2757 -0.467
H -2.2379 2.9151 -1.6710 0.402
H 6.4141 2.7657 3.3206 0.422
H 4.8852 1.8519 -2.4942 0.273
As 2.5554 -0.0071 -1.6833 0.714
H 1.4164 2.7614 3.1203 0.338
H -0.9143 -0.6733 5.8072 0.430
C 5.7756 0.9824 -4.2316 -0.702
C 4.8423 1.0348 -3.2018 -0.228
C 5.7443 -0.0561 -5.1502 -0.452
H -3.6519 1.0657 -0.5564 0.296
H 3.3856 2.2560 -0.9531 0.622
H 3.5416 -1.0889 4.4489 0.434
H -2.5809 2.8134 0.6417 0.611
H -3.1432 -1.2946 2.2160 0.388
As 2.3249 -0.0191 2.0289 0.729
H -3.1107 -1.8073 -1.3350 0.248
H 6.5283 1.7569 -4.3120 0.394
H -1.2851 1.7283 6.2704 0.402
N -2.0371 -1.3312 0.3831 -0.510
N -0.4192 -1.6953 -2.2295 -1.041
H 5.4116 -0.4842 5.9252 0.417
H -0.1154 3.4401 4.9127 0.470
H 4.2588 1.0139 -0.0769 0.606
C 3.8815 0.0401 -3.0922 0.401
H 2.5072 2.4367 1.3094 0.910
H 5.8853 -2.8307 0.8761 0.435
H -1.5813 0.6516 -2.4684 0.384
C 3.8444 -0.9993 -4.0207 -0.630
H 4.3207 -4.7082 1.2732 0.418
C -0.4180 0.0784 5.2056 -0.654
H 6.4730 -0.0933 -5.9505 0.384
```

The orbital gap is 8.3 eV. As for the net charge: +1. As for the total energy: -7047.1353 Ha.



2.
A molecular structure, C33H39BN4O2P2Pb at a distorted geometry, computed with ωB97M-V with the def2-TZVPD basis set.

Structure (XYZ):
```
82
Properties=species:S:1:pos:R:3:mulliken_charge:R:1
C -4.9053 0.3451 -0.1808 -0.120
C 0.4375 0.0362 -3.1310 -0.728
H -4.5336 0.8095 -4.1783 0.511
C 1.1537 -1.6829 4.1212 -0.579
H -2.6572 0.9462 -3.9392 0.162
C -5.6481 1.6673 -0.3000 -0.922
C -0.9895 -3.5895 1.2631 -0.510
H 2.5789 -2.9300 0.6797 0.341
O 5.0311 -1.9344 -0.8971 -0.660
H 2.3330 5.6979 -2.2124 0.453
O 4.8441 -0.3623 0.8030 -0.542
H -3.6597 2.7486 -2.9675 1.074
H -6.1395 -1.6310 -2.6471 0.389
H 0.5190 0.8297 6.2029 0.449
H 1.7085 -1.6171 6.2629 0.467
H -6.6788 1.5041 -0.6678 0.281
H 7.1614 0.2461 2.2826 0.444
C 8.5963 -1.8321 -0.0415 -0.449
P 1.1393 1.0948 -0.6378 0.159
H 7.6202 -2.4984 -1.8816 0.418
C 1.3695 3.7820 -1.6711 -0.313
H 9.2735 -0.9982 1.8401 0.383
C 7.5139 -1.9748 -0.9307 -0.861
C -4.4283 2.1395 -2.5035 -0.447
C -0.0972 1.5449 0.6260 -1.220
C 3.5938 4.0935 -1.2433 -0.641
H -6.7416 0.1623 -3.9205 0.414
C 3.2523 2.8178 -0.8294 -0.434
C -4.9488 2.7001 -1.2225 -0.989
H 9.5424 -2.3374 -0.2504 0.388
C -4.9795 1.1468 -3.2258 -0.421
C 8.4406 -1.0687 1.1364 -0.529
H -0.1275 -3.8653 0.6601 0.452
N 1.8904 2.6130 -1.0837 0.386
H -4.1883 0.2834 0.6499 0.523
H -4.1289 3.1666 -0.6616 0.317
C 1.2469 -1.1507 5.4001 -0.751
H 3.8227 2.0216 -0.3942 0.486
H 0.4503 2.0085 1.4514 0.547
C -5.1830 -0.7251 -0.9498 -0.545
H -0.3524 1.1890 3.6454 0.438
C -6.3275 0.4914 -2.9427 -0.986
C -2.2386 -2.2264 2.5677 -0.336
H -2.3761 -5.3066 1.3337 0.469
H -7.2554 -0.8338 -1.5281 0.268
C 7.2493 -0.4027 1.4012 -0.839
N -1.0523 -2.3147 1.8346 0.588
B 4.2550 -1.5365 0.2306 0.884
P 0.1506 -1.0634 1.5561 0.362
H -7.0355 1.2406 -2.5495 0.391
C -2.1259 -4.2925 1.6256 -0.702
H -0.7133 -0.7040 -4.8650 0.505
H 3.2516 -2.1316 2.1234 0.194
N 0.4869 -0.7592 3.2989 0.601
H -1.6749 2.1229 -1.6994 0.640
C 2.4030 4.7060 -1.7826 -0.605
C -6.2682 -0.7403 -2.0139 -0.836
H -2.4707 -1.3159 3.1161 0.473
H -5.6752 3.4983 -1.4522 0.300
Pb 1.0790 -1.4988 -1.0437 1.040
C -1.6639 0.8026 -3.5204 -0.188
C -2.9163 -3.4285 2.4596 -0.761
C 6.1600 -0.5882 0.5566 0.413
H -4.7783 -1.7022 -0.6951 0.504
C 0.6210 0.1383 5.3752 -0.739
H -1.6359 0.0132 0.3535 0.437
N 0.1116 0.9906 -2.1300 0.233
H -1.5102 0.6010 2.0192 0.777
H 1.4635 -0.3055 -3.3016 0.753
C 0.1665 0.3533 4.0816 -0.339
H 4.1126 -3.4207 1.4328 0.451
C -0.9116 0.3359 1.1295 -1.309
H -5.7414 2.1243 0.7097 0.451
H 1.4967 -2.6194 3.7265 0.551
C -0.6506 -0.0525 -4.0006 -1.092
H 0.3378 3.8283 -1.9735 0.436
H 4.5720 4.5461 -1.1825 0.477
C 3.4978 -2.5406 1.1397 -0.798
H -3.8660 -3.6718 2.9219 0.478
C -1.1881 1.4120 -2.3667 -0.428
C 6.2784 -1.4534 -0.5806 0.857
H -0.7488 2.3077 0.1782 0.604
```

The orbital gap is 4.2 eV. Its energy above the lowest of the compared OMol25 structures with the same formula, charge and spin is 0.0 kcal per mole. As for the net charge: +2. As for the total energy: -2550.1536 Ha.



3.
A molecular structure, C33H39MnN2S3SeSi, computed with ωB97M-V with the def2-TZVPD basis set.

Structure (XYZ):
```
80
Properties=species:S:1:pos:R:3:mulliken_charge:R:1
H 2.9122 1.9546 4.0738 0.485
H 7.6737 3.7422 -1.0868 0.326
C 4.6806 1.1774 -0.4589 0.575
H 0.0100 0.8221 3.9239 0.549
C -3.2723 2.1029 -0.2592 0.463
H 3.5981 1.4762 2.5051 0.169
H -2.8078 -1.9157 -2.2875 0.334
H 5.5484 -1.6203 1.3049 0.398
H -0.2576 7.1559 1.2919 0.445
C 0.0719 1.8565 3.5909 -1.098
C -1.7033 -4.6290 0.7507 -0.618
H -2.2972 -2.6335 1.2746 0.394
Si 5.5241 2.5453 -1.4313 0.132
C 5.4770 0.2014 0.1342 -0.199
H 2.0293 -2.1344 -1.2196 0.303
H 5.0036 1.6598 -3.6862 0.323
H 4.2651 4.5183 -0.5965 0.308
H 3.0338 -1.6768 1.5366 0.181
H -2.7040 -4.9239 0.4552 0.364
H -0.8224 6.1903 3.5416 0.496
C 3.2852 1.0228 -0.3118 0.201
H -3.6875 6.3922 2.4985 0.424
C 5.9247 1.8980 -3.1494 -1.114
H -0.8894 2.1418 3.1653 0.192
C -0.9783 -2.9988 -2.5450 -0.764
C -1.9454 2.1918 0.1757 -2.398
N 2.7686 0.0059 0.4165 0.322
Se 0.1207 -1.1642 2.2660 -0.373
C 0.9690 -2.0554 -1.4477 0.474
C 0.3843 -3.0390 -2.2255 -0.842
C -0.6746 6.2680 0.8090 -1.728
H 0.1364 5.5545 0.6593 0.317
C -4.1495 3.1536 -0.0464 -1.266
C -1.1334 -0.9746 -1.2824 0.779
C -1.4771 -3.3380 1.2059 -0.163
H 0.3111 2.5211 4.4227 0.361
C 4.5732 4.1471 -1.5765 -1.002
C 2.7357 1.3793 3.1646 -0.879
C -1.7441 -1.9572 -2.0682 -0.770
H -2.4271 7.6190 2.3600 0.441
H -4.3768 5.1101 0.7493 0.472
C 3.5530 -0.9058 0.9766 -0.246
H -0.8335 -6.5438 0.3017 0.354
H 7.8202 2.0894 -0.4956 0.326
H -0.4263 4.5693 2.9615 0.242
Mn 0.7522 0.4439 0.3723 -0.752
S 2.0311 1.9935 -1.0051 -0.493
C -1.2296 5.3032 3.0490 -1.529
H 6.4804 2.6353 -3.7353 0.332
S -3.5084 0.5844 -1.0762 -0.498
H 5.2196 4.8952 -2.0466 0.331
H -5.1801 3.0928 -0.3732 0.361
H 3.6700 4.0245 -2.1713 0.317
H 1.4497 -5.8288 0.9604 0.377
H -1.4265 -3.7878 -3.1363 0.360
C -2.3484 4.4201 0.9965 -0.174
H 0.9885 -3.8620 -2.5942 0.381
C -1.8340 0.1823 -0.7746 1.141
H 6.5565 0.2629 0.0425 0.232
H 1.8419 -3.5337 1.7683 0.282
C -2.8696 6.7495 1.8692 -2.370
C -3.6828 4.2973 0.5868 -0.294
C 0.2369 -0.9710 -0.9316 -0.081
H -1.0540 6.5564 -0.1735 0.378
H -2.0099 4.8829 3.6878 0.343
C -1.7981 5.6774 1.6725 2.440
H -0.4354 3.4163 1.0461 0.706
C 7.1463 2.9461 -0.5546 -1.121
S 1.3062 2.0332 2.2886 0.310
C 4.9289 -0.8590 0.8511 -1.213
H -3.2875 7.0812 0.9163 0.437
H 6.5221 0.9850 -3.0929 0.336
C 0.8426 -3.8410 1.4794 -0.135
H 2.5747 0.3256 3.3967 0.175
H 6.9559 3.2919 0.4643 0.326
N -1.1759 1.0767 -0.0852 0.554
C -0.1992 -2.9189 1.5756 -0.060
C -0.6571 -5.5365 0.6597 -0.409
C -1.4850 3.3545 0.7775 1.033
C 0.6198 -5.1340 1.0287 -0.713
```

As for the expectation value of S²: 0.8079. The orbital gap (spin up / spin down) is 6.5 / 6.0 eV. Its energy above the lowest of the compared OMol25 structures with the same formula, charge and spin is 0.0 kcal per mole. As for the net charge: -1. As for the total energy: -6427.0445 Ha. As for the spin multiplicity: 2.



4.
A molecular structure, C33H39N5O4RuS4, computed with ωB97M-V with the def2-TZVPD basis set.

Structure (XYZ):
```
86
Properties=species:S:1:pos:R:3:mulliken_charge:R:1
C -1.0601 -2.4100 3.3996 2.739
H 4.4840 -0.9960 1.2933 0.412
C -0.0406 3.7542 1.2112 -0.825
H 4.7864 1.7915 -2.2791 0.534
C 0.8062 -2.5818 -1.1187 0.248
H -4.2172 1.9434 2.3766 0.611
C 2.9346 0.0408 -1.4846 -0.179
H 1.4043 -0.3091 4.3759 0.303
O 0.9783 1.3770 -1.2740 -0.084
H -3.1537 -2.7415 3.5725 0.456
C 0.4001 -4.4891 -2.5340 -0.628
H -4.6222 1.4981 0.0187 0.465
H -1.4497 -4.4680 -3.6289 0.402
H -2.0361 -0.3722 5.1852 0.250
H 0.6782 -5.2463 2.2910 0.527
H -3.5763 3.2415 1.4001 0.530
C -1.2486 -1.7020 2.0481 -1.581
C -0.8189 -3.9392 -2.9254 -0.634
H 0.9599 -0.7694 -6.7663 0.491
H -0.7828 -4.3820 4.1524 0.440
C -1.6856 3.7071 -0.6163 -0.911
C 0.0135 0.3941 -3.7638 -0.286
N -0.4917 3.1231 -0.0211 0.440
C 1.2024 -3.8046 -1.6301 -1.394
O -2.1941 -2.0105 1.3523 -0.597
H -0.5592 3.7950 3.2942 0.523
H -2.2730 -2.8659 5.0986 0.486
H -2.2762 4.1779 0.1665 0.325
H 5.3586 -2.4071 -0.7488 0.487
C -1.0626 3.6205 2.3440 -1.119
H -0.7373 0.6831 -3.0490 0.524
H -1.4372 4.5011 -1.3289 0.419
H -1.6029 -4.3047 2.5900 0.495
S 2.2657 -0.0965 -4.8237 -0.072
N 0.6881 -0.7171 3.7930 0.168
N -2.5971 1.3898 -0.5905 0.140
H 0.7213 -5.4421 -2.9339 0.424
C -0.7705 -3.9050 3.1712 -1.482
O 1.1400 0.8604 2.2359 -0.664
C -0.2641 -0.0769 -5.0770 -1.087
H 0.6059 -3.6783 1.5120 0.115
H 2.1523 -4.2240 -1.3224 0.476
C -2.3808 -2.2776 4.1862 -1.642
S -1.8345 1.9872 2.4733 0.264
H -3.6293 0.2405 0.7682 0.401
N -0.8798 -0.8229 -1.0544 0.592
C 4.6284 -1.6132 -0.7692 -0.577
C 3.1946 0.0884 -0.1462 -0.636
H 2.7014 0.7806 0.5210 0.679
H -1.8579 4.3634 2.2748 0.459
H -2.1770 -2.2888 -2.7120 0.487
H 1.4356 -2.0451 -0.4220 1.106
H 0.1741 4.8238 1.0776 0.437
C 3.2302 4.5471 -3.3388 -0.633
C 2.7083 2.2547 -2.5680 -0.518
C 1.9587 0.9808 -2.1837 2.500
C 0.0472 -1.8418 4.2652 -0.387
H -2.8431 -0.2284 3.6225 -0.115
H -1.2593 -0.1880 -5.4847 0.427
C 1.3409 0.4151 -3.4648 -0.522
H -3.7320 -0.8140 5.0254 0.552
C -2.7651 -0.8435 4.5222 -0.800
H 5.3473 4.2324 -3.1052 0.406
C 4.3446 3.8366 -3.0278 -0.579
C 4.1589 -0.8698 0.2698 -0.954
H -3.5131 3.0467 -1.5631 0.394
N -0.3944 -0.6820 1.6840 2.490
C -2.5172 2.6445 -1.3392 -0.854
C 0.5025 -0.1460 2.5508 -0.597
C -1.2298 -2.7240 -2.4200 -0.588
Ru -0.3836 0.5654 -0.0045 0.459
H -2.7035 0.6087 -1.2258 0.244
C -3.4400 2.1916 1.6531 -0.965
C 0.5528 -4.1789 2.4758 -1.072
H 1.3987 -3.8490 3.0849 0.297
H 3.1667 5.5657 -3.6879 0.444
C 0.8674 -0.3808 -5.7647 -0.569
S 3.8948 -1.1646 -2.2459 -0.135
S 1.8070 3.6210 -3.1055 -0.060
H 0.2733 3.0589 -0.6882 -0.268
O 0.3466 -2.3147 5.3374 -0.658
H -2.0384 2.4174 -2.2930 0.359
C -0.4215 -2.0176 -1.5040 -0.492
C 4.0420 2.5146 -2.5825 -0.504
C -3.6309 1.2828 0.4409 -1.067
H 0.8874 3.2635 1.5021 0.308
```

As for the expectation value of S²: 6.0433. The orbital gap (spin up / spin down) is 7.6 / 7.8 eV. Its energy above the lowest of the compared OMol25 structures with the same formula, charge and spin is 26.9 kcal per mole. As for the total energy: -3543.2685 Ha. As for the spin multiplicity: 5.



5.
A molecular structure, C33H40BDyN13O4 at a distorted geometry, computed with ωB97M-V with the def2-TZVPD basis set.

Structure (XYZ):
```
92
Properties=species:S:1:pos:R:3:mulliken_charge:R:1
H -2.0771 1.8801 2.8140 0.254
C -2.2630 2.6468 -1.5166 -0.422
H 3.9713 -0.3045 2.3921 0.471
H -7.4545 -1.4168 3.2928 0.276
H 0.2772 -2.7970 4.4311 0.477
H 0.0807 0.2542 -4.9040 0.379
H 1.0308 -4.7227 3.2897 0.412
H -0.2294 -2.3635 -4.8121 0.415
N 2.0686 -0.3795 -0.9906 0.020
H -1.5849 -1.2589 3.7569 0.377
C 2.9102 -0.6594 2.4426 0.133
H -4.6696 -5.1037 -0.9665 0.457
C 0.6396 -1.0173 -2.5142 -0.778
H 3.5377 2.3406 2.0709 0.516
H 6.4456 1.3097 -3.4175 0.331
H -0.6595 -4.7885 3.4601 0.416
C -0.7324 -1.0027 -3.2392 2.026
C -1.9976 5.0170 -1.1708 -0.677
C -1.9451 -3.1703 -0.6517 -0.410
O -0.8099 1.7952 1.7390 -0.542
C -2.7126 3.9625 -1.7349 -0.358
C 1.0389 -1.7821 2.8358 0.075
H -5.5188 -3.4623 0.8327 0.464
C -1.4135 -2.2316 3.2637 -1.159
N -5.3594 -1.4559 2.1518 -0.693
O -3.8553 1.2503 -2.6757 -0.481
H -0.5551 1.4681 -0.9325 0.186
C 5.2412 2.3242 -0.7779 0.086
C 6.3273 2.6376 -1.7667 0.560
H -0.4994 1.1301 -3.5411 0.310
N 3.6496 1.2385 0.2277 0.564
H -0.0761 -4.3643 1.8600 0.207
H 2.8260 -2.0411 4.1462 0.539
H -1.6166 -2.1612 2.2172 -0.243
H -2.4308 -4.9167 -1.8758 0.511
H -0.8581 -3.0584 -0.8846 0.628
N -2.9564 1.3966 -1.8022 0.740
C 1.9047 -1.2167 -3.0728 -1.472
C 2.3317 -1.6028 3.3121 -1.875
H -1.4838 -0.8585 -2.4634 -0.306
H -3.3453 2.3455 3.9107 0.232
C -4.1391 -1.2523 1.6188 -0.278
N -6.9265 -0.5924 3.5761 -0.386
H 2.2442 -1.4246 -4.0465 0.589
C 4.0797 2.1674 1.1317 -0.204
N -4.9090 0.4483 3.5381 -0.718
N -2.4403 -2.2203 0.1523 0.590
H -1.7150 0.3751 -4.6913 0.382
C 7.5584 1.8561 -1.3195 -1.533
C 0.1003 -4.2150 2.9577 -1.452
H 3.8262 -0.6135 -2.1040 0.626
H 6.3583 2.9767 -4.0150 0.319
H 6.5491 3.7101 -1.6752 0.420
H -2.1682 -2.9270 3.5820 0.540
N 0.7660 -0.9793 1.7878 -0.122
H -3.5219 4.1196 -2.4750 0.464
N 4.3178 1.3703 -1.0149 -0.610
C 5.1244 2.8645 0.5584 -1.390
C -4.5024 -3.3972 0.3757 -0.789
C -0.2847 2.9954 1.4067 0.201
N -2.9531 1.6524 3.3137 -0.203
H 7.2700 0.8075 -1.2688 0.359
Dy -1.1456 -0.1230 0.6164 0.437
C -0.8088 3.4232 0.0985 -0.163
H 5.5879 3.7322 1.0062 0.419
H -0.6806 5.5781 0.5355 0.510
O -2.7473 0.4564 -0.9135 -0.334
N -3.2848 -0.2688 2.0016 0.531
B 2.2838 0.4794 0.1768 0.274
C -3.7403 0.6045 2.9555 0.276
C -0.7238 0.2593 -4.1841 -1.432
C -1.0633 2.4316 -0.8595 1.775
C 2.7693 -0.7569 -2.0865 -0.138
H 1.4520 1.3789 0.2309 -0.196
H 8.3792 2.0207 -1.9987 0.424
H 4.8759 2.1588 -3.3136 0.289
N 0.6996 -0.6828 -1.2052 0.583
C 5.9915 2.2889 -3.2599 -1.350
C -3.6678 -2.2610 0.6595 1.508
C 0.0198 -2.7403 3.3956 0.397
H 7.9541 2.1822 -0.3141 0.338
N 1.9799 -0.2513 1.5590 0.623
H -1.9221 -2.5271 -4.2046 0.424
O 0.3916 3.7446 2.1227 -0.710
C -0.8771 -2.3129 -3.9734 -1.737
C -5.6641 -0.5304 3.0901 0.261
C -4.0572 -4.2750 -0.6247 -0.692
H -0.5801 -3.2156 -3.3862 0.305
C -1.1416 4.8011 -0.0841 -0.658
H -7.0997 -0.0835 4.4781 0.303
H -2.2531 6.0555 -1.4570 0.402
C -2.7386 -4.1492 -1.1863 -1.118
```

As for the expectation value of S²: 9.3303. The orbital gap (spin up / spin down) is 5.1 / 5.1 eV. Its energy above the lowest of the compared OMol25 structures with the same formula, charge and spin is 24.5 kcal per mole. As for the net charge: +1. As for the total energy: -3204.0924 Ha. As for the spin multiplicity: 6.